# 1
104
Properties=species:S:1:pos:R:3:forces:R:3:mulliken_charge:R:1 method="wB97M-V/def2-TZVPD" max_force_ha_per_bohr=0.0324 gap_ha=0.2646 e_homo_ev=-4.98 charge=-1 lumo_ha=0.082
C 4.357 3.801 2.674 -0.324 0.115 0.197 -1.448
C 3.105 3.225 2.035 0.544 -0.022 0.003 0.558
I 1.508 3.390 3.470 -0.233 0.088 -0.016 0.009
C 3.266 1.780 1.568 -0.908 0.765 -0.312 -1.451
Nb 1.945 1.278 -0.232 1.524 0.087 0.018 -0.575
C 0.559 -0.331 0.613 -0.999 1.017 -0.863 -1.240
C -0.929 0.035 0.473 0.265 -0.382 -0.446 -0.083
C -1.917 -1.144 0.369 -0.247 0.463 0.272 -0.541
C -2.999 -0.899 -0.673 0.069 0.219 0.142 -0.423
S -2.716 -1.484 -2.319 -0.357 0.041 -0.341 1.099
O -3.219 -2.821 -2.440 0.144 -0.083 0.044 -0.590
O -3.134 -0.491 -3.263 -0.042 -0.090 0.038 -0.593
Cl -0.708 -1.575 -2.449 0.331 0.031 0.063 -0.213
C 2.731 2.867 -1.635 -1.193 -0.209 -0.054 -1.243
C 1.793 3.666 -2.532 0.184 -0.288 -0.160 -0.471
C 0.573 4.196 -1.817 -0.029 0.449 -0.436 0.084
N -0.074 5.270 -2.596 -0.022 -0.126 0.232 -0.437
C -0.768 6.221 -1.740 0.115 -0.183 0.001 -0.997
C -1.950 5.642 -1.022 -0.259 -0.265 0.019 0.522
C -2.480 4.388 -1.322 -0.251 0.153 0.243 -0.616
C -3.559 3.878 -0.611 0.110 0.348 0.133 -0.747
C -4.138 4.622 0.409 0.250 0.024 -0.265 -0.514
C -3.646 5.885 0.700 0.130 -0.259 -0.232 -0.473
C -2.564 6.381 -0.015 -0.255 -0.054 0.045 0.325
O -2.072 7.646 0.290 0.147 -0.060 0.099 -0.546
H 4.744 3.109 3.411 0.223 -0.193 0.121 0.373
H 5.095 3.985 1.901 0.277 -0.094 -0.155 0.378
H 4.148 4.736 3.182 0.047 0.303 0.018 0.442
H 2.804 3.887 1.232 -0.326 0.199 -0.083 -0.105
H 2.959 1.144 2.392 0.292 -0.503 0.072 0.616
H 4.311 1.622 1.309 0.288 -0.209 0.065 0.358
H 0.651 2.358 0.518 -0.082 -0.408 0.293 0.125
H 0.835 1.030 -1.695 0.017 0.136 -0.004 0.019
H 3.044 -0.111 -0.788 -0.112 -0.478 0.360 -0.057
H 0.773 -0.389 1.679 0.514 -0.123 0.189 0.421
H 0.728 -1.289 0.135 0.283 -0.251 -0.007 0.420
H -1.213 0.687 1.290 -0.129 0.180 0.192 0.651
H -1.041 0.629 -0.427 -0.054 0.188 -0.219 -0.040
H -2.479 -1.213 1.296 0.103 -0.362 0.366 -0.009
H -1.414 -2.085 0.190 0.101 -0.269 0.057 0.409
H -3.936 -1.370 -0.403 -0.272 -0.198 -0.096 0.560
H -3.166 0.164 -0.791 -0.069 0.277 -0.045 0.039
H 3.378 2.284 -2.295 0.272 -0.344 0.061 0.421
H 3.380 3.540 -1.069 0.094 0.038 0.342 0.496
H 1.456 2.998 -3.318 -0.130 -0.108 -0.248 0.299
H 2.312 4.482 -3.044 0.166 0.275 0.028 0.426
H -0.113 3.370 -1.707 -0.138 -0.246 0.335 -0.312
H 0.835 4.548 -0.818 0.092 0.070 0.277 0.275
H 0.676 5.776 -3.044 -0.009 0.103 -0.235 0.324
H -1.103 7.067 -2.334 -0.047 0.185 -0.240 0.464
H -0.098 6.630 -0.981 0.133 0.131 0.228 0.425
H -2.054 3.806 -2.118 0.154 -0.061 -0.204 0.633
H -3.942 2.901 -0.848 -0.084 -0.242 -0.094 0.436
H -4.966 4.219 0.965 -0.204 -0.054 0.153 0.387
H -4.094 6.478 1.477 -0.016 0.220 0.198 0.444
H -2.606 8.295 -0.171 -0.078 0.153 -0.058 0.312
C -3.103 -3.296 5.924 0.008 0.032 0.024 -0.357
C -2.779 -4.429 5.192 -0.008 -0.026 0.012 -0.368
C -3.072 -4.487 3.838 -0.013 -0.033 -0.048 -0.457
C -3.684 -3.409 3.214 -0.023 0.026 0.001 -0.296
C -4.002 -2.273 3.945 -0.017 0.001 -0.008 -0.297
C -3.712 -2.217 5.301 -0.018 0.002 0.003 -0.476
H -2.879 -3.254 6.981 0.021 0.013 0.044 0.401
H -2.298 -5.268 5.678 0.007 -0.012 0.005 0.357
H -2.827 -5.373 3.268 0.025 -0.003 -0.019 0.363
H -3.914 -3.454 2.157 0.022 -0.009 -0.019 0.386
H -4.477 -1.431 3.458 0.005 0.018 -0.010 0.386
H -3.963 -1.332 5.872 0.013 0.010 -0.004 0.364
C -1.492 -2.948 -5.720 -0.019 -0.016 0.038 0.306
C -2.623 -2.762 -6.501 -0.016 -0.004 -0.018 -0.414
C -2.605 -3.117 -7.842 0.000 -0.007 -0.001 -0.398
C -1.458 -3.666 -8.401 -0.009 -0.001 0.000 -0.383
C -0.327 -3.854 -7.619 0.002 0.003 0.000 -0.392
C -0.345 -3.490 -6.279 0.036 -0.042 -0.008 -0.336
H -1.502 -2.673 -4.674 -0.025 -0.039 -0.125 -0.168
H -3.515 -2.337 -6.057 -0.006 0.021 0.009 0.391
H -3.485 -2.967 -8.454 -0.012 -0.003 -0.008 0.352
H -1.445 -3.946 -9.447 -0.001 0.000 -0.013 0.356
H 0.568 -4.281 -8.054 0.015 0.008 -0.009 0.363
H 0.537 -3.628 -5.667 0.023 0.022 -0.008 0.313
C 2.904 0.291 8.770 0.022 0.015 0.012 -0.249
C 2.921 1.247 7.764 0.000 0.016 -0.001 -0.620
C 2.002 1.186 6.726 0.043 0.041 0.036 0.126
C 1.060 0.168 6.697 -0.019 -0.022 -0.021 -0.488
C 1.042 -0.788 7.702 0.054 0.053 0.012 -0.286
C 1.964 -0.729 8.738 -0.027 -0.036 0.012 -0.475
H 3.624 0.339 9.577 0.008 0.000 0.007 0.347
H 3.655 2.043 7.787 0.014 0.009 -0.010 0.358
H 2.021 1.925 5.936 0.019 -0.022 0.023 0.049
H 0.345 0.118 5.885 0.013 0.003 -0.008 0.424
H 0.311 -1.581 7.674 -0.100 -0.122 0.002 0.423
H 1.952 -1.479 9.519 -0.007 -0.003 0.003 0.345
C 4.676 -6.657 -3.921 0.001 -0.003 -0.001 -0.337
C 3.910 -6.442 -5.058 0.002 -0.011 -0.004 -0.509
C 2.710 -5.752 -4.965 -0.005 0.008 -0.011 -0.088
C 2.279 -5.271 -3.737 -0.036 0.011 -0.008 -0.317
C 3.046 -5.483 -2.600 0.002 -0.009 0.019 -0.550
C 4.243 -6.179 -2.692 0.001 -0.006 0.000 -0.371
H 5.612 -7.197 -3.993 0.014 -0.005 -0.001 0.349
H 4.249 -6.812 -6.017 0.002 -0.009 -0.013 0.352
H 2.109 -5.587 -5.850 -0.010 0.001 -0.010 0.306
H 1.345 -4.729 -3.663 -0.014 0.005 0.012 0.445
H 2.711 -5.103 -1.644 0.000 0.020 0.011 0.388
H 4.840 -6.346 -1.805 0.012 0.009 0.011 0.356

***

# 2
18
Properties=species:S:1:pos:R:3:forces:R:3:mulliken_charge:R:1 method="wB97M-V/def2-TZVPD" smiles=NCCc1c[nH]c[nH+]1 max_force_ha_per_bohr=0.0416 gap_ha=0.3267 e_homo_ev=-12.30 charge=+1 lumo_ha=-0.125
C -1.102 -1.624 -1.027 -0.263 -0.819 -0.935 -0.659
C -1.212 -0.101 -0.802 -0.734 -0.919 0.066 -0.317
C -0.174 0.532 0.027 0.701 -0.276 2.002 0.399
C 0.139 1.799 0.379 0.887 0.453 0.190 -0.819
N 1.106 1.734 1.399 -0.938 0.143 0.231 -0.032
C 1.242 0.482 1.808 0.102 0.066 -0.869 -0.119
N 0.528 -0.258 0.968 -0.355 0.545 -1.000 0.043
N -0.276 -1.963 -2.157 0.189 0.233 1.303 -0.402
H -0.859 -2.261 -0.165 0.567 0.609 0.481 0.302
H -2.112 -2.030 -1.153 0.047 0.441 -0.611 0.366
H -1.219 0.364 -1.784 -0.436 0.091 0.056 0.339
H -2.167 -0.012 -0.265 0.105 0.665 -0.276 0.256
H -0.248 2.766 0.114 0.066 -0.064 -0.445 0.410
H 1.593 2.534 1.783 -0.290 -0.102 0.192 0.226
H 1.755 0.128 2.686 0.406 0.008 -0.233 0.422
H 0.658 -1.219 0.732 -0.057 -0.879 0.717 0.276
H 0.648 -1.604 -2.141 0.521 0.038 -0.318 0.144
H -0.591 -2.361 -3.002 -0.519 -0.233 -0.553 0.164

***

# 3
12
Properties=species:S:1:pos:R:3:forces:R:3:mulliken_charge:R:1 method="wB97M-V/def2-TZVPD" max_force_ha_per_bohr=0.0672 gap_ha=0.3217 e_homo_ev=-9.11 lumo_ha=-0.013
C -1.240 0.544 -1.578 0.315 0.150 -1.899 0.597
C -0.098 -0.618 1.624 2.150 -0.072 1.333 -0.822
C 0.728 -0.271 0.456 1.939 0.981 -0.690 -0.695
N -0.551 0.784 -2.534 -2.105 -1.843 2.032 -0.383
O -1.947 0.133 -0.733 0.320 0.463 -0.286 -0.490
I 1.020 1.970 0.127 -0.227 -1.243 0.541 0.053
I 2.795 -1.054 0.486 -0.952 0.127 0.006 0.069
H -0.183 0.207 2.288 0.057 0.392 0.969 0.286
H -1.020 -0.835 1.259 -2.919 -0.561 -0.866 0.280
H 0.282 -1.523 2.105 0.031 0.284 0.206 0.373
H 0.233 -0.692 -0.395 0.599 0.135 -0.807 0.465
H -0.019 1.354 -3.105 0.792 1.185 -0.540 0.266

***

What did the second record say?
18
Properties=species:S:1:pos:R:3:forces:R:3:mulliken_charge:R:1 method="wB97M-V/def2-TZVPD" smiles=NCCc1c[nH]c[nH+]1 max_force_ha_per_bohr=0.0416 gap_ha=0.3267 e_homo_ev=-12.30 charge=+1 lumo_ha=-0.125
C -1.102 -1.624 -1.027 -0.263 -0.819 -0.935 -0.659
C -1.212 -0.101 -0.802 -0.734 -0.919 0.066 -0.317
C -0.174 0.532 0.027 0.701 -0.276 2.002 0.399
C 0.139 1.799 0.379 0.887 0.453 0.190 -0.819
N 1.106 1.734 1.399 -0.938 0.143 0.231 -0.032
C 1.242 0.482 1.808 0.102 0.066 -0.869 -0.119
N 0.528 -0.258 0.968 -0.355 0.545 -1.000 0.043
N -0.276 -1.963 -2.157 0.189 0.233 1.303 -0.402
H -0.859 -2.261 -0.165 0.567 0.609 0.481 0.302
H -2.112 -2.030 -1.153 0.047 0.441 -0.611 0.366
H -1.219 0.364 -1.784 -0.436 0.091 0.056 0.339
H -2.167 -0.012 -0.265 0.105 0.665 -0.276 0.256
H -0.248 2.766 0.114 0.066 -0.064 -0.445 0.410
H 1.593 2.534 1.783 -0.290 -0.102 0.192 0.226
H 1.755 0.128 2.686 0.406 0.008 -0.233 0.422
H 0.658 -1.219 0.732 -0.057 -0.879 0.717 0.276
H 0.648 -1.604 -2.141 0.521 0.038 -0.318 0.144
H -0.591 -2.361 -3.002 -0.519 -0.233 -0.553 0.164